# 1
The following is a quantum chemistry calculation of a 8-piece molecular cluster, C31H77ClNO10P overall, from the OMol25 dataset.

Each line ends with the Löwdin charge.
Cartesian coordinates (Å):
C -4.249 0.607 -3.458  -0.06
C -3.933 1.804 -2.582  -0.27
O -2.530 1.900 -2.396  -0.17
C -2.165 2.750 -1.317  -0.17
C -0.977 3.623 -1.701  -0.21
O 0.217 3.085 -1.118  -0.38
P 1.648 3.923 -1.248  1.01
C 2.575 2.812 -2.422  -0.31
C 3.041 3.349 -3.772  -0.17
C 1.902 3.541 -4.756  -0.53
N 1.733 4.796 -5.341  0.16
O 1.146 2.623 -5.014  0.06
C 1.288 5.448 -2.206  -0.41
C 0.921 6.588 -1.254  -0.79
C 2.158 7.247 -0.669  -0.14
Cl 0.014 7.829 -2.211  0.58
H -4.058 0.826 -4.505  0.08
H -5.308 0.368 -3.364  0.08
H -3.685 -0.266 -3.144  0.06
H -4.277 2.711 -3.086  0.12
H -4.447 1.707 -1.625  0.12
H -3.004 3.397 -1.056  0.12
H -1.912 2.149 -0.444  0.13
H -0.896 3.634 -2.787  0.12
H -1.144 4.630 -1.320  0.11
H 3.442 2.497 -1.845  0.07
H 1.961 1.930 -2.585  0.05
H 3.679 4.228 -3.689  0.10
H 3.664 2.577 -4.229  0.12
H 2.437 5.462 -5.061  0.09
H 1.702 4.741 -6.352  0.08
H 2.234 5.710 -2.686  0.07
H 0.569 5.335 -3.013  0.06
H 0.257 6.255 -0.463  0.08
H 2.745 6.476 -0.171  0.06
H 2.754 7.633 -1.494  0.07
H 1.906 8.044 0.020  0.08
C 2.437 3.577 4.371  -0.06
C 1.731 4.508 3.399  -0.50
C 0.413 3.919 2.919  -0.06
O 2.570 4.809 2.285  -0.08
H 2.672 2.626 3.885  0.09
H 3.379 4.018 4.704  0.08
H 1.820 3.368 5.247  0.07
H 1.544 5.467 3.886  0.14
H 0.588 2.981 2.385  0.08
H -0.081 4.602 2.226  0.07
H -0.260 3.718 3.753  0.08
H 2.744 3.986 1.815  0.06
C 0.425 -0.251 -2.619  -0.06
C -0.390 -1.502 -2.360  -0.48
C -0.902 -2.117 -3.653  -0.06
O -1.479 -1.169 -1.497  -0.07
H -0.211 0.491 -3.109  0.08
H 0.764 0.181 -1.676  0.08
H 1.293 -0.432 -3.255  0.09
H 0.206 -2.239 -1.819  0.14
H -1.538 -1.403 -4.183  0.08
H -1.500 -3.005 -3.445  0.08
H -0.078 -2.396 -4.311  0.08
H -2.002 -0.491 -1.944  0.05
C 0.610 3.027 -8.629  -0.06
C 0.038 4.388 -8.989  -0.50
C -0.914 4.311 -10.171  -0.06
O 1.097 5.312 -9.256  -0.06
H 1.184 2.616 -9.464  0.08
H 1.280 3.112 -7.774  0.05
H -0.180 2.322 -8.369  0.09
H -0.488 4.798 -8.126  0.14
H -0.390 3.943 -11.058  0.08
H -1.312 5.298 -10.407  0.08
H -1.748 3.640 -9.964  0.08
H 1.588 4.983 -10.015  0.08
C 3.543 1.238 8.817  -0.06
C 2.888 2.405 8.095  -0.51
C 2.632 3.575 9.032  -0.06
O 1.673 1.989 7.473  -0.06
H 2.891 0.870 9.614  0.08
H 3.721 0.413 8.127  0.08
H 4.495 1.532 9.262  0.08
H 3.530 2.731 7.276  0.13
H 1.953 3.277 9.835  0.08
H 2.167 4.401 8.494  0.08
H 3.559 3.932 9.483  0.08
H 1.073 1.690 8.163  0.09
C -3.095 -2.991 2.392  -0.07
C -3.694 -1.704 1.848  -0.50
C -4.288 -1.911 0.467  -0.06
O -2.710 -0.669 1.792  -0.06
H -2.294 -3.346 1.742  0.07
H -2.666 -2.823 3.382  0.08
H -3.842 -3.781 2.467  0.08
H -4.462 -1.339 2.533  0.13
H -3.501 -2.228 -0.223  0.07
H -4.700 -0.974 0.087  0.07
H -5.078 -2.664 0.464  0.08
H -2.030 -0.950 1.168  0.07
C -1.271 -8.286 2.340  -0.07
C -1.312 -6.934 1.645  -0.49
C 0.069 -6.506 1.173  -0.06
O -1.872 -5.943 2.506  -0.06
H -0.632 -8.240 3.226  0.08
H -2.270 -8.577 2.668  0.08
H -0.878 -9.062 1.681  0.08
H -1.987 -6.986 0.790  0.14
H 0.747 -6.407 2.025  0.08
H 0.019 -5.538 0.674  0.07
H 0.495 -7.234 0.481  0.08
H -1.301 -5.867 3.276  0.09
C 0.974 -11.925 5.624  -0.06
C 0.244 -11.128 4.554  -0.51
C -1.024 -11.831 4.093  -0.06
O 1.104 -10.877 3.444  -0.06
H 1.278 -12.899 5.230  0.08
H 1.876 -11.401 5.942  0.08
H 0.341 -12.091 6.497  0.08
H -0.014 -10.144 4.950  0.13
H -0.779 -12.801 3.652  0.08
H -1.532 -11.239 3.331  0.07
H -1.712 -11.995 4.922  0.08
H 1.353 -11.727 3.068  0.08

Net charge: 0
M (g mol⁻¹): 690.4
LUMO energy (eV): 0.6455
Multiplicity: 1
Max |F| (eV/Å): 0.99

---

# 2
The following is a quantum chemistry calculation of C31H78AlO9 as an isolated structure in a non-equilibrium geometry, from the OMol25 dataset.

Each line ends with the Löwdin charge.
Cartesian coordinates (Å):
C 6.606 -1.187 -0.394  -0.15
C 5.246 -0.650 -1.187  -0.24
C 4.370 0.426 -0.259  -0.18
C 2.808 0.276 -0.743  -0.34
O 1.847 1.109 0.009  -0.29
Al 0.283 1.124 -1.105  0.19
C 0.649 2.656 -2.483  -0.21
O 0.163 -0.494 -2.093  -0.28
C -1.365 1.487 0.065  -0.25
C -2.621 0.421 -0.189  -0.27
C -3.736 0.772 1.001  -0.25
C -5.172 -0.006 0.794  -0.24
C -6.029 0.698 -0.415  -0.23
C -7.632 0.876 -0.118  -0.18
C -8.532 -0.483 -0.431  -0.22
O -8.992 -0.563 -1.829  -0.27
C -10.317 -1.197 -1.936  -0.15
H 6.842 -0.459 0.516  0.07
H 6.407 -2.282 0.013  0.06
H 7.491 -1.157 -1.195  0.06
H 4.535 -1.599 -1.318  0.11
H 5.491 -0.237 -2.259  0.10
H 4.499 0.134 0.868  0.11
H 4.729 1.530 -0.433  0.10
H 2.790 0.494 -1.905  0.10
H 2.501 -0.855 -0.512  0.12
H 1.744 2.530 -2.928  0.01
H 0.543 3.677 -1.881  -0.01
H -0.172 2.698 -3.328  0.00
H 0.998 -0.635 -2.660  0.03
H -1.012 1.394 1.201  0.06
H -1.729 2.605 -0.134  0.06
H -2.227 -0.685 -0.138  0.10
H -3.049 0.625 -1.277  0.11
H -3.300 0.583 2.092  0.11
H -3.891 1.951 0.933  0.11
H -5.032 -1.170 0.683  0.11
H -5.790 0.153 1.802  0.10
H -5.819 0.102 -1.410  0.12
H -5.579 1.792 -0.575  0.12
H -8.031 1.697 -0.885  0.12
H -7.890 1.235 0.980  0.11
H -9.513 -0.487 0.249  0.12
H -7.891 -1.451 -0.213  0.13
H -10.359 -2.298 -1.483  0.10
H -11.191 -0.584 -1.419  0.09
H -10.638 -1.302 -3.075  0.10
C -14.989 1.014 1.244  -0.07
C -13.991 0.330 0.323  -0.51
C -14.527 -1.000 -0.184  -0.07
O -12.772 0.110 1.028  -0.07
H -15.196 0.398 2.126  0.08
H -14.585 1.964 1.611  0.08
H -15.932 1.212 0.726  0.08
H -13.765 0.984 -0.526  0.14
H -14.717 -1.688 0.648  0.08
H -13.793 -1.487 -0.835  0.07
H -15.457 -0.863 -0.744  0.08
H -12.963 -0.470 1.784  0.09
C 7.422 -5.152 2.260  -0.07
C 7.515 -3.643 2.429  -0.51
C 8.293 -3.273 3.681  -0.06
O 6.201 -3.096 2.509  -0.07
H 6.899 -5.610 3.107  0.08
H 6.849 -5.404 1.361  0.08
H 8.416 -5.601 2.179  0.08
H 8.000 -3.204 1.551  0.13
H 7.800 -3.664 4.579  0.08
H 8.341 -2.185 3.797  0.08
H 9.313 -3.667 3.643  0.08
H 5.763 -3.481 3.286  0.07
C 2.172 -3.063 5.599  -0.07
C 3.231 -1.972 5.616  -0.50
C 2.656 -0.636 5.174  -0.06
O 4.299 -2.338 4.746  -0.07
H 1.773 -3.207 4.589  0.08
H 2.603 -4.022 5.907  0.08
H 1.343 -2.820 6.271  0.08
H 3.647 -1.879 6.625  0.14
H 2.274 -0.693 4.149  0.09
H 3.432 0.137 5.179  0.08
H 1.842 -0.319 5.833  0.08
H 3.939 -2.423 3.848  0.09
C 9.449 3.130 0.746  -0.07
C 8.949 1.784 0.247  -0.50
C 9.347 1.547 -1.202  -0.06
O 7.528 1.737 0.359  -0.08
H 9.020 3.950 0.160  0.08
H 9.145 3.292 1.786  0.08
H 10.541 3.192 0.687  0.08
H 9.354 0.984 0.875  0.14
H 8.914 2.312 -1.857  0.08
H 8.969 0.581 -1.551  0.06
H 10.435 1.562 -1.319  0.08
H 7.160 2.444 -0.196  0.10
C -0.831 -3.503 -3.039  -0.06
C 0.167 -4.188 -3.960  -0.50
C -0.369 -5.517 -4.467  -0.08
O 1.386 -4.408 -3.255  -0.06
H -1.038 -4.120 -2.158  0.08
H -0.427 -2.554 -2.672  0.05
H -1.774 -3.306 -3.557  0.08
H 0.393 -3.534 -4.809  0.14
H -0.559 -6.206 -3.636  0.08
H 0.365 -6.005 -5.118  0.07
H -1.299 -5.380 -5.027  0.07
H 1.195 -4.988 -2.499  0.09
C 3.419 6.225 -2.744  -0.07
C 2.119 7.009 -2.830  -0.51
C 2.164 8.254 -1.959  -0.08
O 1.038 6.179 -2.411  -0.07
H 3.607 5.889 -1.718  0.08
H 3.367 5.325 -3.366  0.08
H 4.268 6.831 -3.075  0.07
H 1.929 7.294 -3.870  0.14
H 2.308 7.990 -0.905  0.08
H 1.218 8.802 -2.021  0.08
H 2.976 8.921 -2.266  0.07
H 1.199 5.921 -1.488  0.09

Net charge: -1
M (g mol⁻¹): 621.9
ΔE to the lowest compared entry with this formula, charge and spin (kJ/mol): 538.90
LUMO energy (eV): 1.9462
Multiplicity: 1
Max |F| (eV/Å): 2.88

---

# 3
The following is a quantum chemistry calculation of C31H79GaINO8PS2 as an isolated structure in a non-equilibrium geometry, from the OMol25 dataset.

Each line ends with the Löwdin charge.
Cartesian coordinates (Å):
C 1.131 0.058 2.930  -0.10
C 0.132 0.771 2.009  -0.24
C 0.794 1.741 1.016  -0.16
C 0.951 1.157 -0.402  -0.17
N -0.056 1.654 -1.369  -0.16
C 0.453 2.756 -2.205  -0.23
C 1.178 3.858 -1.457  -0.18
C 0.349 4.696 -0.453  -0.31
C -1.155 4.734 -0.675  -0.25
Ga -2.141 5.550 0.911  -0.08
I -0.616 5.677 3.058  0.21
O -2.819 7.260 0.595  -0.33
C -2.298 7.957 -0.502  -0.40
C -0.827 8.358 -0.341  -0.09
P -3.951 4.154 1.480  0.75
C -4.551 4.712 3.145  -0.40
C -3.049 2.559 1.861  -0.51
C -3.312 1.523 0.768  -0.23
C -0.822 0.724 -2.028  -1.03
S -1.197 0.747 -3.641  0.65
S -1.575 -0.464 -0.965  0.97
C -2.142 -1.767 -2.067  -0.51
C -2.365 -3.038 -1.263  -0.32
C -2.507 -4.229 -2.215  -0.12
H 0.765 -0.937 3.158  0.04
H 2.113 0.005 2.461  0.06
H 1.249 0.593 3.868  0.07
H -0.480 0.051 1.480  0.05
H -0.549 1.351 2.630  0.09
H 0.180 2.633 0.934  0.07
H 1.761 2.047 1.409  0.11
H 1.934 1.400 -0.799  0.11
H 0.902 0.077 -0.344  0.09
H -0.364 3.194 -2.763  0.09
H 1.146 2.334 -2.940  0.11
H 1.552 4.521 -2.237  0.11
H 2.058 3.484 -0.937  0.09
H 0.716 5.719 -0.529  0.09
H 0.599 4.374 0.553  0.02
H -1.390 5.347 -1.544  0.05
H -1.581 3.741 -0.811  0.03
H -2.883 8.877 -0.607  0.10
H -2.445 7.403 -1.435  0.09
H -0.316 7.738 0.390  0.03
H -0.737 9.401 -0.047  0.05
H -0.318 8.278 -1.303  0.07
H -3.802 5.262 3.712  -0.02
H -4.804 3.829 3.732  0.01
H -5.446 5.315 3.043  0.01
H -3.343 2.172 2.834  0.07
H -1.974 2.749 1.888  0.01
H -3.181 1.950 -0.223  0.04
H -4.314 1.110 0.846  0.06
H -2.608 0.693 0.870  -0.02
H -3.080 -1.452 -2.516  0.08
H -1.410 -1.929 -2.850  0.05
H -3.277 -2.992 -0.672  0.11
H -1.538 -3.265 -0.599  0.07
H -2.893 -5.105 -1.697  0.06
H -3.194 -4.016 -3.033  0.07
H -1.547 -4.502 -2.648  0.06
C 0.049 -5.754 2.713  -0.08
C -0.719 -5.052 1.611  -0.31
O -0.382 -3.671 1.512  -0.09
H -0.143 -5.282 3.677  0.05
H -0.237 -6.806 2.774  0.07
H 1.121 -5.706 2.524  0.06
H -1.792 -5.087 1.796  0.11
H -0.525 -5.546 0.651  0.10
H 0.561 -3.609 1.337  0.09
C -2.021 -3.615 5.787  -0.09
C -1.304 -2.853 4.687  -0.33
O -0.965 -1.529 5.084  -0.08
H -2.925 -3.086 6.087  0.07
H -2.296 -4.618 5.454  0.07
H -1.384 -3.711 6.670  0.07
H -1.945 -2.747 3.814  0.11
H -0.401 -3.390 4.375  0.09
H -0.380 -1.583 5.844  0.08
C 3.358 -9.437 3.361  -0.09
C 2.601 -8.671 2.291  -0.32
O 2.982 -7.299 2.248  -0.09
H 3.192 -8.985 4.339  0.08
H 3.038 -10.480 3.396  0.07
H 4.433 -9.414 3.164  0.07
H 1.532 -8.682 2.497  0.10
H 2.758 -9.130 1.309  0.11
H 3.924 -7.259 2.053  0.06
C -1.168 1.651 -8.259  -0.09
C 0.068 2.474 -7.936  -0.33
O 0.073 2.921 -6.590  -0.09
H -2.069 2.233 -8.066  0.08
H -1.169 1.335 -9.304  0.07
H -1.211 0.759 -7.630  0.07
H 0.099 3.371 -8.554  0.11
H 0.975 1.891 -8.141  0.10
H 0.051 2.144 -6.020  0.04
C 5.491 -4.967 -0.120  -0.09
C 6.649 -5.077 0.851  -0.32
O 6.622 -6.320 1.555  -0.09
H 4.544 -5.062 0.413  0.07
H 5.498 -4.015 -0.652  0.08
H 5.535 -5.770 -0.860  0.07
H 6.595 -4.296 1.606  0.11
H 7.605 -4.976 0.326  0.11
H 6.689 -7.022 0.903  0.07
C 0.943 12.651 0.503  -0.09
C 1.426 11.693 -0.571  -0.33
O 0.449 11.487 -1.584  -0.09
H 0.024 12.276 0.955  0.08
H 1.693 12.774 1.286  0.07
H 0.727 13.634 0.076  0.07
H 1.623 10.711 -0.143  0.11
H 2.357 12.060 -1.020  0.10
H 0.257 12.333 -1.996  0.07
C -0.601 -7.610 -3.232  -0.09
C 0.530 -7.573 -2.221  -0.32
O 0.552 -8.736 -1.393  -0.09
H -1.561 -7.703 -2.724  0.07
H -0.613 -6.703 -3.838  0.07
H -0.496 -8.469 -3.899  0.07
H 0.413 -6.727 -1.546  0.10
H 1.494 -7.467 -2.730  0.11
H 0.665 -9.500 -1.964  0.07

Net charge: -1
M (g mol⁻¹): 885.7
LUMO energy (eV): 1.5223
Multiplicity: 1
Max |F| (eV/Å): 1.20